Below is a structure of composition C5H7N at a distorted geometry, with properties calculated with ωB97M-V/def2-TZVPD.

Each line ends with the Löwdin charge.
Cartesian coordinates (Å):
C  -2.0578  0.5152  0.1764  -0.141
C  -0.5803  -0.9437  -0.7378  -0.053
C  -1.0925  -0.5129  0.6422  -0.145
C  -0.1525  0.3782  -0.1767  -0.371
C  1.4906  0.9247  0.1205  0.023
N  -1.2764  1.2397  -0.5154  0.105
H  -3.1002  0.6304  0.2115  0.093
H  0.1654  -1.8558  -0.6159  0.149
H  -1.1816  -0.8894  -1.5193  0.044
H  -0.9490  -1.0498  1.5978  0.133
H  1.7980  0.6092  1.2255  0.098
H  1.4102  1.9436  -0.0923  0.008
H  2.2487  0.5348  -0.6118  0.056

Atoms 1-6, force components in eV/Å:
C 0.2 0.4 0.8
C 5.2 -2.8 4.2
C 0.4 0.1 -0.1
C 4.0 -0.6 1.1
C -2.2 -3.5 0.8
N 0.0 1.5 -0.5

Total charge: 0
HOMO level (eV): -9.0
Energy relative to the best compared isomer or geometry (same formula, charge and spin) (kJ/mol): 412.0
2S+1: 1
HOMO-LUMO gap (eV): 10.1
E (eV): -6784.2427